Computed, not measured: a structure of composition C5H10N2O at a distorted geometry, with wB97M-V/def2-TZVPD.

ORCA input file:
```
! RIJCOSX wB97M-V def2-TZVPD def2/J DEFGRID3
* xyz 0 1
C -2.1371 0.2987 0.4820
C 0.9281 -1.5913 -0.5798
C 0.2052 -0.3895 0.0194
N 0.4018 -0.2899 1.4552
N -1.1626 -0.2655 -0.4618
H -0.1673 -0.9629 1.9620
H 1.3623 -0.4717 1.7373
H -2.8202 0.9830 -0.0367
H -2.7519 -0.5060 0.8969
H -1.7104 0.8658 1.3169
H 0.3183 -2.5000 -0.5192
H 1.1819 -1.4330 -1.6352
H 1.8724 -1.7968 -0.0597
C 1.3692 1.8296 -0.8295
C 0.3793 0.9275 -0.7376
O -0.7832 0.8945 -1.2779
H 1.2271 2.7014 -1.4568
H 2.2871 1.7061 -0.2753
*
```

Summary:
Orbital gap (hartree): 0.343
Electronic energy (eV): -10371.430
HOMO energy (eV): -8.4

=====

Computed, not measured: an isolated molecule of C5H10N2O2 at a distorted geometry, with wB97M-V/def2-TZVPD.

ORCA input file:
```
! RIJCOSX wB97M-V def2-TZVPD def2/J DEFGRID3
* xyz 0 1
C -0.3906 1.1411 -1.4365
N -0.8287 1.6408 -0.3657
C -1.5832 0.7531 0.4655
C -0.5228 -0.1648 1.1426
N 0.5030 -0.5253 0.1937
C 0.4586 -1.8624 -0.3621
C 1.7134 0.1428 0.1525
O 2.6923 -0.3308 -0.3581
O 1.7094 1.3641 0.7045
H -0.7436 0.2026 -1.8738
H 0.2952 1.7238 -2.0327
H -2.2785 0.1280 -0.1118
H -2.1341 1.3215 1.2136
H -0.0783 0.3604 1.9929
H -1.0047 -1.0709 1.5139
H -0.5178 -2.0419 -0.8103
H 1.2357 -1.9371 -1.1201
H 0.6502 -2.6186 0.4049
H 0.8245 1.7735 0.6870
*
```

Summary:
Orbital gap (hartree): 0.376
Electronic energy (eV): -12421.829
HOMO energy (eV): -9.6
SMILES string: C=NCCN(C)C(=O)O

=====

Computed, not measured: an isolated molecule of C5H10N2O2 at a distorted geometry, with wB97M-V/def2-TZVPD.

ORCA input file:
```
! RIJCOSX wB97M-V def2-TZVPD def2/J DEFGRID3
* xyz 0 1
C 2.8762 1.3067 0.4639
O 1.5902 0.8665 0.3021
C 1.4820 -0.4298 0.1247
O 2.3488 -1.2046 -0.1774
N 0.2114 -0.9033 0.4061
N -0.6169 -1.8260 -0.4611
C -1.2009 -0.5159 -0.1255
C -2.3619 -0.2783 0.8794
C -1.2022 0.4126 -1.3687
H 3.2600 1.4598 1.4635
H 2.7809 2.2449 -0.1248
H 3.5119 0.4710 0.0427
H -0.9389 -2.6207 0.1298
H -2.6271 0.6600 1.1858
H -2.2479 -0.8485 1.7645
H -3.2775 -0.5694 0.3859
H -0.2366 0.8127 -1.4728
H -1.8952 1.2095 -1.2257
H -1.4562 -0.2474 -2.1922
*
```

Summary:
Orbital gap (hartree): 0.382
Electronic energy (eV): -12419.546
HOMO energy (eV): -9.5
SMILES string: COC(=O)N1NC1(C)C

=====

Computed, not measured: a structure of composition C5H10N2O2, with wB97M-V/def2-TZVPD.

ORCA input file:
```
! RIJCOSX wB97M-V def2-TZVPD def2/J DEFGRID3
* xyz 0 1
C 0.2425 1.7164 -1.3049
C -0.2014 1.2253 0.0402
C 1.1574 0.0300 0.8495
N -1.0239 1.8706 0.7465
O 2.1467 -0.0727 0.1671
H -1.2263 1.4078 1.6351
H 1.0115 0.4817 1.8292
H 1.1723 1.2407 -1.6143
H -0.5291 1.5093 -2.0502
H 0.3873 2.7974 -1.2697
C -0.2244 -1.4123 -1.2493
C -0.5901 -0.9991 0.1300
O -0.4813 -1.1822 2.3791
N 0.2313 -1.3706 1.1362
H -0.0520 -1.8185 2.9642
H -1.6270 -0.7953 0.3747
H -0.3740 -2.4943 -1.3250
H -0.8505 -0.9181 -1.9888
H 0.8310 -1.2162 -1.4496
*
```

Summary:
Orbital gap (hartree): 0.283
Electronic energy (eV): -12417.008
HOMO energy (eV): -8.0

=====

Computed, not measured: a cluster of 3 separate species, C5H10N2O2 in total at a distorted geometry, with wB97M-V/def2-TZVPD.

ORCA input file:
```
! RIJCOSX wB97M-V def2-TZVPD def2/J DEFGRID3
* xyz 0 1
C 0.4456 -0.7215 1.0654
C 0.5329 -0.6755 2.5899
O 1.7303 -0.8081 0.4521
C -0.2966 0.4714 0.5598
N -0.5572 1.6056 0.7892
H 2.2414 -0.0290 0.7042
H -0.0841 -1.6198 0.7510
H 1.0472 0.2295 2.9172
H 1.0857 -1.5482 2.9373
H -0.4623 -0.6799 3.0354
C -0.4391 -1.1577 -1.8743
C -0.8743 2.3930 -1.6777
O -1.0063 -0.0832 -1.1445
N -0.7665 1.3490 -2.2959
H -0.9028 -2.0847 -1.5215
H -0.6700 -1.0382 -2.9358
H 0.6439 -1.2163 -1.7475
H -0.7585 3.3463 -2.1878
H -0.9091 2.2673 -0.4167
*
```

Summary:
Orbital gap (hartree): 0.326
Electronic energy (eV): -12416.660
HOMO energy (eV): -8.7

=====

Computed, not measured: a cluster of 2 separate species, C5H10N2O3 in total at a distorted geometry, with wB97M-V/def2-TZVPD.

ORCA input file:
```
! RIJCOSX wB97M-V def2-TZVPD def2/J DEFGRID3
* xyz 0 1
C 1.9640 -2.1498 -0.2482
N 1.1371 -1.1346 -0.9388
C 0.2748 -0.2429 -0.2221
N 0.7708 0.0642 1.0462
C -0.5839 0.5052 -0.9070
C -1.3347 1.7278 -0.3452
O -0.8008 0.1634 -2.2799
H 2.6799 -1.5766 0.3528
H 1.3345 -2.7583 0.3899
H 2.4761 -2.7063 -0.9895
H 0.6384 -1.3297 -1.8260
H 0.0177 -0.1075 1.8646
H 1.4120 -0.6613 1.2528
H -2.4600 1.5528 -0.2017
H -0.9733 1.8381 0.6830
H -1.1037 2.7074 -0.9098
H -0.8426 1.0856 -2.6514
O 1.0615 2.8200 2.1695
C 1.0220 3.2168 1.1025
O 1.0720 3.7908 0.1132
*
```

Summary:
Orbital gap (hartree): 0.287
Electronic energy (eV): -14468.796
HOMO energy (eV): -7.2
SMILES string: CN/C(N)=C(/C)O.O=C=O

=====

Computed, not measured: a cluster of 2 separate species, C5H10N2O3 in total at a distorted geometry, with wB97M-V/def2-TZVPD.

ORCA input file:
```
! RIJCOSX wB97M-V def2-TZVPD def2/J DEFGRID3
* xyz 0 1
C -2.4281 -1.5622 1.0617
C -1.5925 -0.9905 -0.0718
N -2.1644 0.2763 -0.5714
O -3.3524 0.3182 -0.7609
O -1.3928 1.1855 -0.7716
H -2.0455 -2.5443 1.3313
H -3.4649 -1.6641 0.7497
H -2.3871 -0.9168 1.9370
H -1.5788 -1.6878 -0.9152
H -0.5622 -0.7887 0.2301
C 1.9042 2.0872 -0.6092
C 2.3186 1.0427 0.4302
C 2.3225 -0.2901 -0.1353
N 2.1073 -1.3674 -0.4938
O 1.9737 -2.4736 -0.9207
H 1.9153 3.0754 -0.1596
H 0.8996 1.8876 -0.9697
H 2.5913 2.0796 -1.4516
H 3.3172 1.2687 0.8182
H 1.6190 1.0645 1.2727
*
```

Summary:
Orbital gap (hartree): 0.364
Electronic energy (eV): -14464.522
HOMO energy (eV): -9.6
SMILES string: CC[N+](=O)[O-].CCC#[N+][O-]

=====

Computed, not measured: an isolated molecule of C5H10N2O3S at a distorted geometry, with wB97M-V/def2-TZVPD.

ORCA input file:
```
! RIJCOSX wB97M-V def2-TZVPD def2/J DEFGRID3
* xyz 0 1
C -0.1459 0.6554 -1.5395
N -0.3576 -0.0924 -0.3026
C -0.7239 -1.5079 -0.5476
C -0.0301 -2.2936 0.6488
N 0.7238 -1.5145 1.2790
C 0.8243 -0.2981 0.6517
C 0.6091 1.0833 1.8513
S 2.5178 -0.0319 -0.2031
O 2.3040 -0.7871 -1.4356
O 2.5777 1.3848 -0.4998
O 3.4372 -0.5445 0.7641
H 0.3836 1.6147 -1.2909
H 0.6089 -0.0287 -2.0030
H -1.0710 0.5653 -2.3012
H -1.1135 0.3287 0.2876
H -0.2472 -1.8301 -1.5528
H -1.8189 -1.7209 -0.6040
H -0.0231 -3.3772 0.9872
H 1.1701 1.7154 1.2046
H 1.2965 0.6958 2.6780
H -0.4549 1.1156 1.9738
*
```

Summary:
Orbital gap (hartree): 0.343
Electronic energy (eV): -25301.419
HOMO energy (eV): -9.4
SMILES string: C[N@H+]1CC=N[C@@]1(C)S(=O)(=O)[O-]

=====

Computed, not measured: an isolated molecule of C5H10N2S at a distorted geometry, with wB97M-V/def2-TZVPD.

ORCA input file:
```
! RIJCOSX wB97M-V def2-TZVPD def2/J DEFGRID3
* xyz 0 1
C 1.0529 1.9253 -0.0549
C 0.3112 0.6035 -0.2189
N 0.8003 -0.5647 -0.1612
S 2.4618 -0.7149 0.1814
C -1.2033 0.6686 -0.2982
C -2.0524 0.3342 0.9857
C -2.4308 -0.9957 0.2359
N -1.8395 -0.4767 -1.0238
H 0.3987 2.7859 -0.2596
H 1.4433 2.0919 0.9415
H 1.8836 2.0164 -0.7759
H 2.4779 -2.0387 0.0038
H -1.4806 1.5880 -0.8147
H -2.8402 1.0124 1.0977
H -1.5009 0.1893 1.9346
H -3.5250 -1.2048 0.2210
H -1.8757 -1.8283 0.6186
H -1.1610 -1.0985 -1.4717
*
```

Summary:
Orbital gap (hartree): 0.349
Electronic energy (eV): -19160.892
HOMO energy (eV): -8.6
SMILES string: C/C(=N\S)[C@@H]1CCN1

=====

Computed, not measured: an isolated molecule of C5H10N2S at a distorted geometry, with wB97M-V/def2-TZVPD.

ORCA input file:
```
! RIJCOSX wB97M-V def2-TZVPD def2/J DEFGRID3
* xyz 0 1
H 2.8651 -1.0819 0.1389
N 1.8721 -1.0565 0.1422
C 1.3589 0.1203 0.5258
N 1.9670 1.1890 1.0407
C -0.0653 0.3522 0.2240
C -0.5378 0.8316 1.6599
C -0.2750 1.4516 -0.6908
C -0.7563 -0.9358 -0.2042
S -1.7787 -1.2431 -1.4884
H 1.5082 2.0196 1.5086
H 2.9616 0.9942 1.2118
H -0.4998 -0.0688 2.2013
H 0.0287 1.6888 2.1043
H -1.5930 1.0043 1.4688
H 0.5559 2.2825 -0.5291
H -0.4607 0.9912 -1.8550
H -1.4010 1.9167 -0.4559
H -0.7279 -1.7045 0.6522
*
```

Summary:
Orbital gap (hartree): 0.311
Electronic energy (eV): -19159.787
HOMO energy (eV): -8.6
SMILES string: [H]/N=C(\N)C(C)(C)C=S

=====

Computed, not measured: a cluster of 2 separate species, C5H10N2S2 in total at a distorted geometry, with wB97M-V/def2-TZVPD.

ORCA input file:
```
! RIJCOSX wB97M-V def2-TZVPD def2/J DEFGRID3
* xyz 0 1
C 0.9761 1.8109 -0.0951
C -1.4029 1.9392 0.2201
C -1.7563 -1.7687 -1.3797
C 2.5730 -0.7282 0.7645
C -0.1022 -0.6117 0.5872
N 2.0772 1.9117 -0.5230
N -0.0900 1.5993 0.6212
S -1.6710 -1.4413 0.3665
S 1.2162 -0.8861 -0.5013
H -1.3703 2.9848 0.1183
H -1.7302 1.3998 -0.7402
H -2.0932 1.8299 1.1262
H -1.9869 -2.7465 -1.4997
H -0.6947 -1.7244 -1.8864
H -2.5295 -1.1295 -1.7919
H 2.8048 -1.7121 1.1399
H 2.2091 -0.0996 1.6048
H 3.2714 -0.0654 0.2287
H 0.2994 -0.5623 1.6398
*
```

Summary:
Orbital gap (spin up / spin down) (hartree): 0.302 / 0.302
Electronic energy (eV): -29994.085
HOMO energy (spin up / spin down) (eV): -8.4 / -8.4

=====

Computed, not measured: a structure of composition C5H10N3 at a distorted geometry, with wB97M-V/def2-TZVPD.

ORCA input file:
```
! RIJCOSX wB97M-V def2-TZVPD def2/J DEFGRID3
* xyz 1 1
C 0.2367 0.6663 -0.4644
C 2.5492 0.1585 0.7451
C 1.3829 -0.4135 1.5349
C -2.2488 0.2536 0.8438
C -2.0086 -1.1783 0.4023
N 1.1377 0.0888 0.2609
N -1.6056 0.0100 -0.4278
N 0.3083 1.4666 -1.4499
H 2.9152 1.1641 0.7886
H 3.1139 -0.5037 0.1296
H 1.1992 -1.5174 1.6360
H 1.1187 0.0851 2.4592
H -3.3457 0.4758 0.6946
H -1.8331 0.7637 1.7161
H -1.3766 -1.7387 1.0342
H -2.7790 -1.7289 -0.0979
H 1.1337 2.0130 -1.7761
H -0.4859 1.8764 -1.8909
*
```

Summary:
Orbital gap (hartree): 0.359
Electronic energy (eV): -9805.874
HOMO energy (eV): -13.7